Record 1
53
Properties=species:S:1:pos:R:3 method="wB97M-V/def2-TZVPD" largest_force_ev_per_a=5.7 multiplicity=1 e_lumo_ev=1.3 e_above_lowest_kj_mol=0.0 molar_mass_da=507.6 total_charge=-1
Ba 2.98 -10.85 -13.68
P 4.34 -13.40 -15.62
O 4.11 -11.80 -15.65
O 3.18 -14.17 -14.92
O 5.69 -13.37 -14.69
O 4.82 -13.84 -16.98
C 3.38 -7.39 -11.97
C 4.56 -8.31 -11.74
C 4.32 -9.44 -10.76
O 3.20 -10.22 -11.13
C 2.66 -10.91 -10.04
N 4.93 -8.82 -13.08
H 2.53 -7.97 -12.33
H 3.60 -6.65 -12.74
H 3.03 -6.87 -11.07
H 5.40 -7.70 -11.37
H 4.16 -8.97 -9.78
H 5.17 -10.12 -10.62
H 3.41 -11.58 -9.59
H 1.88 -11.59 -10.39
H 2.24 -10.24 -9.28
H 5.42 -8.15 -13.66
H 5.64 -9.56 -13.01
C 2.44 -15.53 -12.08
C 1.42 -14.45 -12.29
O 2.03 -13.31 -12.89
O 2.92 -16.08 -13.27
H 1.98 -16.35 -11.50
H 3.25 -15.18 -11.42
H 1.00 -14.13 -11.32
H 0.61 -14.82 -12.92
H 2.47 -13.69 -13.76
H 3.16 -15.37 -13.92
C 1.19 -10.39 -16.60
C 0.77 -9.14 -15.86
O 1.56 -8.86 -14.68
O 1.00 -11.53 -15.78
H 2.27 -10.29 -16.82
H 0.67 -10.43 -17.55
H -0.29 -9.21 -15.59
H 0.81 -8.28 -16.54
H 0.90 -8.58 -14.04
H 0.91 -12.31 -16.34
C 6.13 -12.51 -11.82
C 6.42 -13.95 -12.10
O 7.11 -14.15 -13.28
O 5.15 -12.07 -12.70
H 7.05 -11.91 -11.95
H 5.79 -12.39 -10.77
H 5.44 -14.45 -12.15
H 7.01 -14.37 -11.28
H 6.49 -13.82 -14.04
H 5.41 -12.50 -13.66

=====

Record 2
44
Properties=species:S:1:pos:R:3 method="wB97M-V/def2-TZVPD" largest_force_ev_per_a=3.6 multiplicity=2 e_lumo_ev="-2.8 / -8.2" e_above_lowest_kj_mol=0.0 molar_mass_da=227.3 total_charge=+1
C -2.07 3.15 1.00
C -1.23 1.88 1.00
C -1.37 1.02 -0.36
O -2.68 0.43 -0.36
C -3.58 0.60 -1.43
N 0.13 2.25 1.30
H -1.79 3.83 0.20
H -1.98 3.78 1.89
H -3.13 2.91 0.96
H -1.44 1.15 1.78
H -0.62 0.23 -0.43
H -1.32 1.63 -1.26
H -4.11 1.55 -1.38
H -4.38 -0.14 -1.37
H -3.09 0.55 -2.40
H 0.02 2.59 2.24
H 0.73 1.45 1.16
C 3.00 2.23 -0.27
C 3.25 0.88 0.31
O 2.05 0.23 0.49
H 2.82 2.34 -1.34
H 3.88 2.86 -0.17
H 2.14 2.65 0.26
H 3.72 1.06 1.28
H 4.02 0.33 -0.23
H 2.15 -0.62 0.07
C -1.91 -2.18 1.10
C -0.58 -2.45 1.80
O -0.29 -3.84 1.78
H -1.93 -2.21 0.01
H -2.17 -1.18 1.45
H -2.70 -2.80 1.52
H -0.70 -2.03 2.80
H 0.18 -1.88 1.29
H -0.87 -4.30 2.40
C 2.29 -1.38 -2.54
C 1.37 -2.37 -1.76
O 1.82 -2.66 -0.43
H 2.25 -0.41 -2.03
H 1.85 -0.91 -3.42
H 3.32 -1.62 -2.80
H 1.49 -3.29 -2.33
H 0.31 -2.12 -1.78
H 1.14 -3.20 -0.02

=====

Record 3
50
Properties=species:S:1:pos:R:3 method="wB97M-V/def2-TZVPD" largest_force_ev_per_a=1.7 multiplicity=1 e_lumo_ev=3.1 e_above_lowest_kj_mol=0.0 molar_mass_da=317.1 total_charge=-1
B 0.41 0.48 -0.25
F -0.61 1.44 0.04
F 1.17 0.93 -1.34
F 1.20 0.36 0.92
F -0.24 -0.72 -0.55
C -3.35 1.64 3.41
C -2.40 1.19 2.33
O -1.09 1.12 2.88
H -2.98 2.54 3.91
H -3.40 0.90 4.21
H -4.36 1.81 3.03
H -2.46 1.85 1.46
H -2.71 0.20 1.96
H -0.47 1.02 2.14
C 1.04 5.38 1.45
C 0.32 4.42 0.56
O 1.28 3.73 -0.20
H 0.39 6.00 2.07
H 1.57 6.09 0.79
H 1.86 4.85 1.94
H -0.41 4.97 -0.05
H -0.35 3.76 1.14
H 0.85 2.99 -0.66
C 0.54 -4.96 0.23
C 0.56 -3.76 1.17
O -0.46 -3.84 2.17
H -0.29 -5.58 0.57
H 1.42 -5.59 0.39
H 0.42 -4.76 -0.83
H 0.42 -2.81 0.64
H 1.54 -3.74 1.65
H -0.53 -2.98 2.59
C -2.43 -0.64 -4.60
C -2.06 0.06 -3.27
O -0.93 0.87 -3.36
H -3.51 -0.55 -4.75
H -2.37 -1.72 -4.50
H -1.88 -0.26 -5.45
H -1.83 -0.76 -2.58
H -2.95 0.55 -2.86
H -0.43 0.85 -2.53
C 2.89 -2.70 -0.88
C 3.79 -1.48 -0.83
O 3.69 -0.89 0.46
H 3.12 -3.42 -1.68
H 1.85 -2.40 -0.94
H 3.09 -3.26 0.03
H 3.51 -0.75 -1.60
H 4.84 -1.68 -1.03
H 2.75 -0.75 0.62